1.
83
Properties=species:S:1:pos:R:3 method="wB97M-V/def2-TZVPD" energy_ev=-84869.5209 de_lowest_ev=0.149 lumo_ev=0.06 multiplicity=1 gap_ev=7.83
Zr 0.54 -1.02 0.52
C -3.55 4.37 -1.96
C -2.16 4.18 -1.33
C -1.25 3.50 -2.35
C -1.56 5.54 -0.97
C -2.29 3.35 -0.05
C -3.15 3.81 0.97
C -3.34 3.11 2.14
C -2.63 1.93 2.32
S -2.67 0.82 3.65
C -1.53 -0.19 2.81
N -1.10 0.29 1.67
C -1.73 1.48 1.35
C -1.58 2.18 0.15
C -1.09 -1.50 3.27
C -1.61 -2.07 4.43
C -1.24 -3.36 4.76
C -0.38 -4.06 3.92
C 0.13 -3.46 2.77
C -0.20 -2.15 2.41
H -3.47 4.97 -2.87
H -4.23 4.88 -1.28
H -3.99 3.40 -2.22
H -1.19 4.12 -3.25
H -1.65 2.53 -2.65
H -0.24 3.36 -1.97
H -1.44 6.15 -1.88
H -0.58 5.42 -0.51
H -2.20 6.10 -0.28
H -3.71 4.72 0.82
H -4.02 3.47 2.89
H -0.90 1.80 -0.59
H -2.30 -1.53 5.07
H -1.63 -3.83 5.66
H -0.09 -5.07 4.17
H 0.81 -4.04 2.16
N 4.98 -2.21 -0.41
C 3.92 -3.10 0.20
C 4.45 -4.50 0.36
P 2.48 -2.85 -0.96
O 2.71 -4.02 -2.04
O 1.16 -3.05 -0.28
O 2.74 -1.48 -1.50
P 3.45 -2.36 1.85
O 4.84 -1.54 2.12
O 3.26 -3.40 2.86
O 2.41 -1.33 1.50
H 5.53 -2.70 -1.11
H 5.57 -1.83 0.33
H 4.42 -1.44 -0.89
H 4.69 -4.95 -0.61
H 3.70 -5.11 0.85
H 5.34 -4.51 1.00
H 1.90 -4.52 -2.22
H 5.10 -1.60 3.05
C -0.27 0.26 -3.83
C -0.57 -0.48 -2.55
O 0.21 -0.29 -1.59
C -1.70 -1.36 -2.46
C -2.50 -1.64 -3.60
C -3.58 -2.47 -3.52
C -3.92 -3.04 -2.28
C -3.18 -2.79 -1.16
C -2.04 -1.95 -1.20
O -1.38 -1.72 -0.13
H 0.56 0.95 -3.64
H -1.14 0.81 -4.18
H 0.02 -0.44 -4.61
H -2.24 -1.19 -4.55
H -4.18 -2.68 -4.40
H -4.78 -3.69 -2.22
H -3.43 -3.23 -0.20
C 2.78 3.61 0.85
C 2.75 2.94 -0.37
C 2.10 1.72 -0.48
C 1.45 1.11 0.60
C 1.54 1.79 1.82
C 2.18 3.02 1.95
H 3.27 4.57 0.94
H 3.22 3.39 -1.24
H 2.09 1.22 -1.45
H 1.08 1.37 2.72
H 2.21 3.52 2.91


2.
30
Properties=species:S:1:pos:R:3 method="wB97M-V/def2-TZVPD" energy_ev=-14209.9995 de_lowest_ev=0.338 lumo_ev=0.96 multiplicity=1 gap_ev=8.78
C 2.54 1.30 -1.44
C 2.89 0.28 -0.33
C 2.04 0.46 0.89
C 2.31 1.24 1.97
N 1.27 1.16 2.87
C 0.32 0.30 2.39
C -0.93 -0.06 2.90
C -1.73 -0.86 2.12
C -1.36 -1.28 0.83
C -0.10 -0.93 0.37
C 0.77 -0.15 1.12
H 2.95 0.96 -2.39
H 2.92 2.28 -1.15
H 1.46 1.33 -1.58
H 2.72 -0.72 -0.72
H 3.95 0.31 -0.10
H 3.23 1.77 2.20
H 1.26 1.53 3.81
H -1.26 0.29 3.87
H -2.67 -1.16 2.58
H -1.98 -1.89 0.21
H 0.20 -1.26 -0.62
C -2.92 0.01 -2.13
C -2.25 -1.21 -2.79
H -2.24 0.57 -1.51
H -3.43 0.64 -2.86
H -3.74 -0.38 -1.51
H -2.80 -2.13 -2.65
H -2.17 -1.06 -3.87
H -1.23 -1.35 -2.44


3.
12
Properties=species:S:1:pos:R:3 method="wB97M-V/def2-TZVPD" energy_ev=-6756.8576 de_lowest_ev=8.320 lumo_ev="-5.86 / -5.86" multiplicity=1 gap_ev="8.17 / 8.18" charge=+1
C 1.73 0.24 -0.29
C 1.03 1.17 0.07
C 1.48 -1.09 0.05
C -0.40 1.15 0.40
C -0.61 -0.33 0.59
N -1.14 0.33 -0.59
H 1.08 -1.70 -0.82
H 2.02 -1.60 0.84
H -0.95 1.88 1.01
H -1.49 -0.63 1.18
H -2.10 0.71 -0.97
H -0.64 -0.13 -1.47